(1)
This record from OMol25 describes a structure of composition C23H41FNdP2 in a non-equilibrium geometry. The level of theory is ωB97M-V/def2-TZVPD.

Structure (XYZ):
```
68
Properties=species:S:1:pos:R:3:mulliken_charge:R:1
Nd 1.938 0.062 1.231 1.268
C -0.284 -0.465 2.845 1.073
C -0.117 -1.652 2.071 0.828
C 1.759 -1.375 3.393 0.551
C 0.886 -0.272 3.636 -0.097
C 1.141 -2.228 2.418 0.235
C -1.510 0.363 2.947 -1.785
H -1.516 1.195 2.225 0.236
H -1.591 0.830 3.943 0.508
H -2.423 -0.230 2.772 0.404
C 1.173 0.914 4.494 -1.458
H 0.363 1.656 4.423 0.373
H 2.116 1.404 4.190 0.314
H 1.283 0.632 5.555 0.328
C 3.089 -1.561 4.030 -1.404
H 3.044 -1.430 5.123 0.329
H 3.829 -0.836 3.648 0.258
H 3.463 -2.573 3.842 0.393
C 1.663 -3.524 1.904 -1.459
H 2.634 -3.760 2.355 0.360
H 1.798 -3.500 0.809 0.164
H 0.974 -4.357 2.132 0.374
C -1.111 -2.269 1.151 -1.390
H -1.025 -3.367 1.153 0.490
H -0.953 -1.947 0.107 -0.005
H -2.146 -2.007 1.420 0.310
C -2.823 2.581 0.683 -0.906
C -3.889 1.772 0.614 -0.206
C -4.075 0.656 -0.376 -0.520
C -3.976 1.099 -1.900 -1.050
C -2.697 1.064 -2.577 -1.174
C -1.504 0.567 -1.949 0.659
C -1.118 1.206 -0.575 0.798
C -1.745 2.604 -0.355 -0.830
H -5.089 0.232 -0.265 0.522
H -4.426 2.103 -1.996 0.264
H -3.386 -0.189 -0.186 -0.126
H -2.120 2.988 -1.313 0.443
H -2.697 3.288 1.525 0.375
H -4.693 1.898 1.343 0.440
H -0.940 3.305 -0.064 0.396
H -1.383 0.506 0.229 -0.485
H -1.507 -0.548 -1.872 0.372
H -0.014 1.364 -0.482 -0.322
H -4.660 0.443 -2.475 0.505
H -2.711 1.220 -3.662 0.197
P 0.201 0.969 -2.861 1.031
C 0.018 2.723 -3.277 -1.411
C -0.016 0.100 -4.431 -1.450
P 2.272 -0.857 -1.324 0.913
C 1.931 0.656 -2.371 -1.397
C 1.775 -2.273 -2.363 -1.486
C 4.101 -0.912 -1.504 -1.282
H 0.739 3.333 -2.714 0.422
H -1.002 3.085 -3.078 0.294
H 0.228 2.855 -4.350 0.437
H 0.620 0.580 -5.189 0.480
H -1.069 0.184 -4.723 0.384
H 0.265 -0.957 -4.330 0.328
H 4.379 -0.537 -2.497 0.423
H 4.432 -1.951 -1.389 0.391
H 4.580 -0.299 -0.729 0.466
H 2.313 1.557 -1.843 0.580
H 2.536 0.562 -3.294 0.623
H 2.354 -3.149 -2.038 0.502
H 1.966 -2.098 -3.430 0.452
H 0.714 -2.512 -2.213 0.354
F 3.638 1.079 1.786 -0.601
```

Properties
Multiplicity: 4
Charge: +1
HOMO energy (spin up / spin down) in eV: -7.44 / -7.47
Frontier orbital gap (spin up / spin down) in eV: 3.82 / 3.97
Maximum force in eV/A: 3.26

(2)
This record from OMol25 describes a structure of composition C23H41INdP2 in a non-equilibrium geometry. The level of theory is ωB97M-V/def2-TZVPD.

Structure (XYZ):
```
68
Properties=species:S:1:pos:R:3:mulliken_charge:R:1
Nd -0.517 -0.935 -0.248 0.451
C 2.315 0.802 2.089 0.435
C 1.016 1.381 2.177 0.390
C 1.140 -0.322 3.705 0.520
C 2.381 -0.260 3.027 0.520
C 0.292 0.694 3.176 0.967
C 3.430 1.322 1.264 -1.271
H 3.134 1.481 0.215 -0.062
H 4.297 0.647 1.310 0.285
H 3.764 2.286 1.684 0.344
C 3.575 -1.064 3.358 -1.433
H 4.463 -0.633 2.892 0.415
H 3.490 -2.116 3.066 0.233
H 3.734 -1.032 4.437 0.350
C 0.867 -1.184 4.872 -1.458
H 1.715 -1.109 5.567 0.341
H 0.744 -2.248 4.629 0.262
H -0.020 -0.842 5.413 0.403
C -1.006 1.123 3.737 -1.493
H -0.844 2.057 4.299 0.349
H -1.400 0.390 4.446 0.410
H -1.773 1.328 2.977 0.044
C 0.587 2.640 1.515 -1.079
H 0.743 3.469 2.223 0.432
H -0.479 2.657 1.238 0.017
H 1.178 2.861 0.615 0.144
C -0.146 -1.656 -2.436 -0.092
C 0.506 -0.675 -3.354 -0.645
C -0.437 0.302 -4.113 -1.022
C -1.716 0.772 -3.384 -1.428
C -1.585 0.640 -1.857 1.327
C -2.665 -0.427 -1.306 -1.036
C -2.703 -1.821 -2.017 -0.636
C -1.507 -2.190 -2.932 -1.255
H -0.733 -0.199 -5.031 0.491
H -2.570 0.192 -3.744 0.412
H 0.121 1.198 -4.396 0.341
H -1.773 -1.954 -3.988 0.280
H 0.456 -2.477 -1.975 0.874
H 1.151 -1.214 -4.112 0.584
H -1.452 -3.293 -2.870 0.433
H -2.828 -2.636 -1.267 0.165
H -3.634 -0.050 -1.623 0.691
H -3.634 -1.788 -2.631 0.340
H -1.875 1.851 -3.552 0.426
H -1.678 1.578 -1.282 0.997
P 2.109 0.484 -2.573 0.716
C 3.449 -0.737 -2.262 -1.072
C 1.931 2.291 -2.657 -1.187
P -3.260 -0.354 0.539 0.686
C 1.230 0.249 -1.088 0.568
C -4.022 1.243 0.868 -1.100
C -3.922 -1.969 1.110 -1.202
H 3.382 -1.175 -1.256 0.330
H 4.416 -0.230 -2.374 0.457
H 3.381 -1.559 -2.987 0.385
H 0.918 2.676 -2.799 0.393
H 2.482 2.750 -3.493 0.465
H 2.326 2.772 -1.741 0.303
H -4.103 -2.744 0.348 0.377
H -4.821 -1.884 1.748 0.424
H -3.102 -2.372 1.758 0.304
H 1.665 -0.801 -0.711 -0.362
H -0.435 0.492 -1.786 -1.870
H -4.245 1.278 1.961 0.387
H -4.945 1.421 0.294 0.431
H -3.268 2.032 0.632 0.301
I 0.709 -3.407 0.652 -0.496
```

Properties
Energy above the lowest of the compared OMol25 structures with the same formula, charge and spin in eV: 2.610
Multiplicity: 4
Charge: +1
HOMO energy (spin up / spin down) in eV: -9.44 / -9.34
Frontier orbital gap (spin up / spin down) in eV: 5.38 / 5.39
Maximum force in eV/A: 4.70